DFT (ωB97M-V/def2-TZVPD) results for 7 unconnected molecules or ions with the total composition C21H55O7P in a non-equilibrium geometry.

Each line ends with the Mulliken charge.
Cartesian coordinates (Å):
P1 2.516 -0.414 2.693  -0.073
C1 0.851 -1.149 3.264  -0.196
C2 -0.235 -0.688 1.924  0.327
C3 -1.767 -0.064 2.422  -0.700
O1 -0.534 0.832 1.791  -0.358
H1 3.160 -1.305 1.729  0.043
H2 2.150 0.745 1.868  0.029
H3 0.800 -2.309 3.341  0.150
H4 0.505 -0.549 4.196  0.259
H5 -0.207 -1.413 0.897  0.179
H6 -1.999 0.948 2.923  0.254
H7 -1.534 -0.571 3.478  0.136
C4 -2.533 3.445 4.979  -1.258
C5 -2.091 2.466 6.056  0.342
C6 -1.595 3.193 7.295  -1.269
O2 -1.048 1.640 5.544  -0.440
H8 -1.699 4.082 4.663  0.313
H9 -2.875 2.908 4.088  0.304
H10 -3.345 4.085 5.337  0.398
H11 -2.927 1.811 6.323  0.238
H12 -0.728 3.821 7.061  0.343
H13 -1.269 2.476 8.057  0.314
H14 -2.379 3.825 7.723  0.374
H15 -0.301 2.214 5.304  0.341
C7 -0.150 -6.524 4.050  -1.307
C8 0.362 -5.906 2.758  0.394
C9 1.363 -6.817 2.067  -1.273
O3 0.982 -4.656 3.046  -0.518
H16 0.671 -6.690 4.757  0.346
H17 -0.860 -5.852 4.543  0.318
H18 -0.646 -7.481 3.860  0.384
H19 -0.480 -5.707 2.087  0.264
H20 2.238 -6.994 2.703  0.342
H21 1.732 -6.355 1.145  0.311
H22 0.912 -7.783 1.817  0.378
H23 1.731 -4.822 3.642  0.308
C10 1.056 -1.711 -2.095  -1.212
C11 0.226 -0.790 -2.975  0.478
C12 0.995 0.471 -3.337  -0.939
O4 -0.971 -0.432 -2.288  -0.480
H24 1.322 -1.219 -1.153  0.184
H25 0.485 -2.609 -1.832  0.309
H26 1.976 -2.017 -2.601  0.428
H27 -0.066 -1.318 -3.889  0.342
H28 1.259 1.041 -2.439  0.057
H29 0.381 1.130 -3.960  0.134
H30 1.914 0.230 -3.881  0.392
H31 -0.721 0.038 -1.475  0.295
C13 3.770 4.033 -2.148  -1.243
C14 3.808 2.893 -1.142  0.657
C15 4.882 3.119 -0.090  -1.456
O5 4.065 1.669 -1.824  -0.529
H32 4.724 4.117 -2.680  0.350
H33 3.000 3.851 -2.906  0.229
H34 3.558 4.987 -1.655  0.374
H35 2.831 2.799 -0.656  0.221
H36 5.876 3.171 -0.549  0.363
H37 4.906 2.285 0.620  0.323
H38 4.704 4.046 0.464  0.381
H39 4.931 1.744 -2.259  0.332
C16 -2.955 -3.944 -2.605  -0.892
C17 -4.082 -3.359 -1.770  0.388
C18 -4.828 -2.272 -2.527  -1.135
O6 -3.545 -2.814 -0.567  -0.529
H40 -2.219 -3.174 -2.864  0.004
H41 -2.420 -4.717 -2.043  0.278
H42 -3.338 -4.386 -3.531  0.389
H43 -4.780 -4.154 -1.485  0.285
H44 -4.158 -1.443 -2.783  0.208
H45 -5.628 -1.852 -1.909  0.315
H46 -5.267 -2.664 -3.450  0.379
H47 -2.924 -2.107 -0.810  0.297
C19 -0.314 4.005 -4.253  -1.032
C20 0.436 4.260 -5.550  0.471
C21 -0.434 4.992 -6.559  -1.414
O7 0.856 3.016 -6.105  -0.559
H48 -1.196 3.379 -4.427  0.329
H49 0.320 3.467 -3.541  0.088
H50 -0.638 4.944 -3.793  0.439
H51 1.337 4.848 -5.345  0.285
H52 -1.321 4.401 -6.815  0.351
H53 0.114 5.158 -7.492  0.333
H54 -0.761 5.961 -6.169  0.368
H55 0.063 2.487 -6.290  0.364

Summary:
- total charge = 0
- SMILES string = PC[C@H]1CO1.CC(C)O.CC(C)O.CC(C)O.CC(C)O.CC(C)O.CC(C)O
- LUMO (eV) = 0.257